(1)
A structure of composition C18H23LiN5O3. Source: the OMol25 dataset; level of theory: ωB97M-V/def2-TZVPD.

Output
2S+1 = 1
relative energy (zero: lowest compared OMol25 entry of this formula, charge and spin) = 133.7 kcal per mole
frontier orbital gap (alpha / beta) = 6.34 / 6.34 eV
HOMO (alpha / beta) = -8.815 / -8.817 eV
charge = +1

The geometry in XYZ format:
```
50
C18H23LiN5O3, DFT ωB97M-V/def2-TZVPD
H 5.78 -1.26 5.53
N 4.45 3.12 3.04
C -0.56 -0.04 -0.03
N -1.22 -0.28 1.17
C -1.75 -1.81 -2.33
C -2.49 -0.63 -4.34
C -1.85 0.48 -3.88
H -1.28 2.04 -1.78
H -3.20 -1.60 3.11
H 5.64 1.23 4.85
C 5.21 -0.86 4.71
H 4.11 -2.53 3.74
H -2.20 -2.30 -1.43
C -2.78 -0.64 2.78
O -1.40 -0.57 3.41
Li 2.11 0.25 1.35
H -2.65 -1.27 -6.44
C -1.12 0.93 -2.13
H -0.12 0.73 -2.47
H -1.67 1.39 -4.47
C -1.47 -0.17 -1.19
H -2.92 0.46 -6.11
C 3.84 4.08 2.25
N 3.00 2.03 1.76
H -4.54 -2.54 -4.23
H -3.31 0.24 3.16
N 5.15 0.48 4.38
C 3.92 1.89 2.72
H 5.18 3.27 3.74
H -3.30 0.20 0.85
H -2.87 -1.51 0.79
C -0.54 -0.33 2.44
C 2.94 3.37 1.47
H -2.55 -0.25 -0.95
C -3.52 -2.90 -3.99
H -3.19 -3.34 -4.93
H 2.27 3.77 0.73
O 0.64 0.31 -0.04
H -3.67 -3.75 -3.32
N 3.82 -0.58 2.95
C -2.57 -1.81 -3.51
H -0.62 -2.13 -2.49
H 4.09 5.13 2.30
C 4.26 0.62 3.34
C 4.32 -1.49 3.86
H -4.21 -0.71 -5.76
H -2.07 0.66 -2.72
C -3.12 -0.56 -5.74
C -2.64 -0.56 1.29
O 0.68 -0.24 2.55
```

***

(2)
A cluster of 6 separate species, C24H42F6O16 in total. Source: the OMol25 dataset; level of theory: ωB97M-V/def2-TZVPD.

Output
2S+1 = 1
SMILES = CCOC(=O)C(F)(F)F.CCOC(=O)C(F)(F)F.CCOC(=O)OC.CCOC(=O)OC.CCOC(=O)OC.CCOC(=O)OC
frontier orbital gap = 11.06 eV
HOMO = -10.635 eV
charge = 0

The geometry in XYZ format:
```
88
C24H42F6O16, DFT ωB97M-V/def2-TZVPD
H -18.36 -1.08 -7.55
O -16.80 2.26 -14.74
O -11.35 4.26 -9.26
O -12.78 3.26 -20.08
H -20.53 -6.52 -6.82
C -17.74 0.50 -17.54
F -17.70 9.05 -9.89
H -15.52 -0.07 -12.06
F -19.84 8.42 -9.92
F -18.81 8.99 -11.81
H -15.67 5.47 -7.51
H -16.46 1.44 -10.53
O -20.24 -2.78 -6.16
H -15.35 2.55 -11.29
H -17.76 -0.47 -17.04
C -19.20 -1.23 -8.24
F -13.59 1.62 -9.89
C -14.40 3.43 -16.23
C -14.93 5.82 -8.23
H -13.64 3.20 -16.97
O -17.55 2.46 -19.56
H -16.99 0.34 -12.71
C -12.05 4.19 -20.74
C -9.77 4.88 -21.02
F -12.22 2.32 -11.47
O -18.08 6.20 -9.79
H -15.40 5.56 -9.18
C -18.29 6.97 -10.78
H -9.92 4.99 -22.09
H -18.30 1.17 -16.88
O -19.84 -4.66 -7.40
O -18.29 0.36 -18.87
C -18.95 0.79 -23.22
H -17.42 4.51 -11.67
C -19.82 -3.28 -7.22
H -17.98 4.96 -13.26
C -13.58 5.31 -8.31
C -12.44 2.23 -10.13
H -17.95 -0.49 -9.80
H -20.66 -5.16 -5.49
H -14.70 3.98 -20.51
O -18.22 6.54 -12.04
C -17.48 5.34 -12.37
H -15.60 6.70 -12.26
C -16.09 5.94 -12.87
H -14.19 2.60 -21.45
O -18.76 1.07 -20.88
O -19.44 -2.64 -8.34
H -16.70 0.85 -17.56
H -13.14 5.32 -7.31
C -14.13 3.05 -20.46
C -18.65 8.43 -10.54
C -20.14 -5.62 -6.33
C -18.19 1.39 -19.72
O -13.56 4.06 -8.96
C -18.51 1.73 -22.15
O -10.73 3.99 -20.42
H -12.98 5.94 -8.97
H -8.41 4.54 -19.42
H -8.17 3.39 -20.82
H -18.68 -0.26 -23.11
O -14.47 2.36 -15.20
H -9.98 5.86 -20.59
H -18.86 1.20 -24.22
H -16.22 6.10 -13.94
C -16.26 1.98 -11.46
O -12.48 4.98 -21.55
O -15.18 1.27 -13.54
H -7.56 5.05 -20.90
H -14.61 2.47 -19.68
H -19.42 0.44 -9.50
H -20.04 -0.72 -7.76
F -11.56 1.40 -9.63
H -20.02 0.63 -23.10
H -15.32 3.77 -16.70
C -19.02 -0.57 -9.59
H -17.44 1.87 -22.32
H -15.07 6.90 -8.24
H -19.18 -5.89 -5.90
H -18.98 2.68 -22.39
C -12.38 3.66 -9.45
H -14.08 4.34 -15.72
C -16.04 0.80 -12.45
H -15.32 5.16 -12.85
H -19.46 -0.93 -10.52
C -8.36 4.42 -20.51
C -15.60 2.01 -14.52
H -17.11 2.52 -11.86
```

***

(3)
The molecule C12H16N2O3. Source: the OMol25 dataset; level of theory: ωB97M-V/def2-TZVPD.

Output
2S+1 = 1
SMILES = C[C@H](NC(=O)[C@@H](N)Cc1ccccc1)C(=O)O
relative energy (zero: lowest compared OMol25 entry of this formula, charge and spin) = 52.3 kcal per mole
frontier orbital gap = 9.98 eV
HOMO = -9.563 eV
charge = 0

The geometry in XYZ format:
```
33
C12H16N2O3, DFT ωB97M-V/def2-TZVPD
H 3.25 -0.36 -1.65
O 2.26 2.83 2.30
H -3.08 -1.22 -0.69
H -1.42 -3.05 -0.12
H -1.84 -0.04 -1.13
H -0.23 3.27 0.95
C -0.74 -2.18 0.14
C 1.29 -1.07 -0.79
H -0.29 3.19 3.48
N -0.59 1.27 0.70
H -2.24 -1.29 1.43
H -0.03 -2.44 0.95
H -1.55 1.45 0.40
H 1.42 1.19 -0.06
C 0.10 -1.77 -1.04
H -1.36 -2.38 -2.48
C -0.50 2.28 2.95
H 2.33 -0.53 -3.93
C 0.47 -1.56 -3.38
C 1.56 2.26 1.46
N -2.48 -0.21 -0.29
H 0.05 -1.67 -4.35
H -1.62 2.14 2.93
C -0.02 2.32 1.51
C -0.56 0.00 1.29
C 2.17 -0.63 -1.85
H 1.60 -0.74 0.21
H 0.02 1.38 3.36
C -0.33 -2.00 -2.33
C -1.63 -0.98 0.59
O 0.13 -0.34 2.24
C 1.70 -0.91 -3.18
O 2.16 1.78 0.36
```

***

(4)
The molecule C3H4N2. Source: the OMol25 dataset; level of theory: ωB97M-V/def2-TZVPD.

Output
2S+1 = 1
SMILES = [H]/N=c1/cc1N
relative energy (zero: lowest compared OMol25 entry of this formula, charge and spin) = 81.7 kcal per mole
frontier orbital gap = 8.43 eV
HOMO = -8.000 eV
charge = 0

The geometry in XYZ format:
```
9
C3H4N2, DFT ωB97M-V/def2-TZVPD
H 0.01 -1.56 1.60
N 0.91 -0.26 -2.01
C 0.27 0.18 -0.99
H -0.85 2.11 -0.66
H -0.80 0.02 2.21
N -0.38 -0.61 1.51
H 1.43 -1.08 -1.57
C -0.22 -0.05 0.33
C -0.37 1.25 -0.41
```

***

In Eh/bohr, the strongest force on any atom values for the records above are, in order, 0.0765, 0.1131, 0.1190, 0.1284.